Record 1
DFT (ωB97M-V with the def2-TZVPD basis set) results for a gas-phase ion, C5H13N2S (charge -1) at a distorted geometry.

```
21
Properties=species:S:1:pos:R:3:mulliken_charge:R:1
N 0.45367 3.09359 -0.16490 -0.60
C 1.60034 2.16315 -0.27550 -0.45
C 1.26076 0.85156 0.42916 -0.59
N 0.76881 -0.22974 -0.41393 -0.45
C 0.19833 -1.29933 0.43414 -0.52
C -0.78779 -2.22341 -0.27629 -0.70
C -2.24244 -1.73528 -0.07670 -0.66
S -2.89976 -2.02115 1.62733 -0.70
H -0.38678 2.55598 -0.32721 0.22
H 0.51090 3.83160 -0.84551 0.21
H 1.91919 2.03103 -1.31478 0.32
H 2.41173 2.64434 0.27885 0.29
H 0.51467 1.11940 1.19127 0.41
H 2.16555 0.47570 0.91416 0.28
H 0.06377 0.05027 -1.08851 0.30
H -0.28825 -0.92949 1.33632 0.33
H 1.07592 -1.89068 0.73771 0.26
H -0.66235 -3.20660 0.18923 0.29
H -0.55190 -2.33918 -1.33772 0.34
H -2.97812 -2.26532 -0.67535 0.26
H -2.14624 -0.67643 -0.34177 0.16
```

Calculated values
Total charge: -1
Kohn-Sham gap in eV: 5.667
Maximum force in eV/A: 1.3
Electronic energy in hartree: -706.0096
Energy above the lowest of the compared OMol25 structures with the same formula, charge and spin in kJ/mol: 75.05

=====

Record 2
DFT (ωB97M-V with the def2-TZVPD basis set) results for a molecular structure, CH2NO2S2 at a distorted geometry.

```
8
Properties=species:S:1:pos:R:3:mulliken_charge:R:1
C 1.76606 0.77416 0.17936 0.20
N -0.05701 0.24298 0.16598 -0.75
O 1.62439 -1.75569 0.86257 -0.66
O 2.63174 -0.97836 -1.22635 -0.63
S 2.27969 2.28665 -0.06307 -0.32
S 2.64008 -0.86200 0.30708 0.53
H 0.12413 -0.41312 0.87563 0.36
H -0.08258 -0.35163 -0.65751 0.28
```

Calculated values
Total charge: -1
Kohn-Sham gap in eV: 7.365
Maximum force in eV/A: 4.3
Electronic energy in hartree: -1040.8819
Energy above the lowest of the compared OMol25 structures with the same formula, charge and spin in kJ/mol: 208.13